[1]
Molecular formula: C35H56AsN7OOsSb
Method: DFT, ωB97M-V/def2-TZVPD

Geometry as XYZ:
```
102
C35H56AsN7OOsSb | the Open Molecules 2025 dataset | ωB97M-V/def2-TZVPD
Os -1.349 -0.721 0.128
N -1.368 2.646 -0.566
C -1.717 2.342 0.735
C -1.949 3.510 1.528
C -2.419 3.352 2.813
C -2.618 2.039 3.280
C -2.366 0.949 2.492
N -1.918 1.046 1.163
C -1.094 1.827 -1.630
C -0.895 2.445 -2.895
C -0.758 1.699 -4.042
C -0.696 0.285 -3.924
C -0.773 -0.272 -2.656
N -1.006 0.482 -1.506
H -1.438 3.623 -0.844
H -1.846 4.496 1.115
H -2.611 4.217 3.414
H -3.060 1.863 4.268
H -2.476 -0.045 2.898
H -0.838 3.524 -2.899
H -0.700 2.192 -5.026
H -0.688 -0.380 -4.793
H -0.727 -1.354 -2.552
C -4.591 -2.097 0.981
As -3.666 -1.186 -0.471
C -3.710 -2.555 -1.924
C -4.667 0.562 -0.919
C -5.744 0.224 -1.926
C -5.502 0.276 -3.319
C -6.578 0.168 -4.199
C -7.846 -0.181 -3.740
C -8.057 -0.451 -2.402
C -6.996 -0.232 -1.512
H -5.591 -2.434 0.723
H -4.614 -1.380 1.809
H -3.921 -2.924 1.317
H -4.692 -2.999 -2.137
H -3.021 -3.322 -1.569
H -3.308 -2.106 -2.848
H -3.984 1.291 -1.416
H -5.073 0.968 0.003
H -4.504 0.492 -3.677
H -6.383 0.388 -5.269
H -8.690 -0.333 -4.382
H -9.056 -0.764 -2.097
H -7.155 -0.384 -0.424
C 0.574 -3.050 -0.485
C 0.584 -1.564 -0.184
O 1.684 -1.050 -0.023
H 1.289 -3.379 -1.284
H -0.451 -3.305 -0.797
H 0.805 -3.584 0.467
N -2.097 -4.632 3.965
C -0.922 -4.121 4.389
N -0.342 -4.702 5.426
N -0.377 -3.044 3.844
C -0.826 -2.442 2.795
N -1.110 -1.710 1.907
H -2.544 -5.359 4.482
H -2.649 -4.066 3.325
H -0.652 -5.592 5.761
H 0.621 -4.425 5.633
C 4.315 -0.551 -2.529
C 4.157 0.837 -1.897
C 2.992 1.585 -2.578
C 5.464 1.684 -1.845
Sb 3.550 0.652 0.288
C 3.425 2.687 1.391
C 4.844 3.247 1.407
C 2.513 3.559 0.501
C 2.806 2.368 2.740
C 4.761 -0.966 1.242
C 4.338 -2.370 0.794
C 6.254 -0.678 0.852
C 4.594 -0.850 2.777
H 4.725 -0.480 -3.518
H 3.320 -1.019 -2.646
H 4.966 -1.258 -1.976
H 3.086 1.599 -3.644
H 2.927 2.607 -2.224
H 2.030 1.064 -2.408
H 5.830 1.926 -2.834
H 6.272 1.122 -1.346
H 5.298 2.636 -1.350
H 5.188 3.470 0.409
H 5.553 2.564 1.890
H 4.813 4.187 1.989
H 2.941 3.631 -0.505
H 2.495 4.561 0.950
H 1.506 3.154 0.422
H 3.450 1.781 3.396
H 1.871 1.849 2.628
H 2.615 3.323 3.266
H 4.438 -2.575 -0.290
H 3.295 -2.566 1.021
H 4.869 -3.105 1.393
H 6.459 -0.891 -0.188
H 6.862 -1.356 1.445
H 6.550 0.345 1.105
H 3.555 -1.061 3.084
H 4.944 0.144 3.172
H 5.201 -1.619 3.293
```

Calculated values
spin multiplicity	5
gap between HOMO and LUMO (alpha / beta)	6.37 / 5.90	eV
HOMO level (alpha / beta)	-14.042 / -15.113	eV
ΔE to the lowest compared entry with this formula, charge and spin	0.0	kJ/mol
net charge	+3



[2]
Molecular formula: C21H40N4O2Si
Method: DFT, ωB97M-V/def2-TZVPD

Geometry as XYZ:
```
68
C21H40N4O2Si | the Open Molecules 2025 dataset | ωB97M-V/def2-TZVPD
C 1.997 -0.039 3.809
C 0.657 -0.620 3.224
C -0.603 0.289 3.463
C -1.640 0.210 2.282
C -2.067 -1.255 1.911
C -2.266 -1.473 0.353
C -1.897 -2.928 -0.108
C -0.576 -3.004 -0.966
C 0.685 -2.473 -0.193
C 1.921 -2.153 -1.130
C 2.527 -0.765 -0.647
Si 1.774 0.749 -1.516
O 0.032 0.716 -1.712
C 2.687 1.153 -3.170
C 2.729 2.665 -3.452
O 1.885 3.276 -4.070
H 2.593 -0.914 4.159
H 2.599 0.393 2.973
H 1.864 0.662 4.658
H 0.791 -0.695 2.122
H 0.453 -1.603 3.697
H -0.348 1.362 3.649
H -1.077 -0.066 4.414
H -2.572 0.753 2.593
H -1.279 0.753 1.372
H -1.397 -2.051 2.300
H -3.071 -1.435 2.369
H -3.306 -1.240 0.030
H -1.621 -0.728 -0.184
H -2.733 -3.384 -0.698
H -1.748 -3.589 0.774
H -0.397 -4.092 -1.153
H -0.707 -2.511 -1.955
H 0.379 -1.491 0.246
H 0.944 -3.198 0.608
H 2.709 -2.911 -0.895
H 1.661 -2.158 -2.212
H 2.384 -0.606 0.451
H 3.623 -0.777 -0.871
H 2.057 1.913 -0.640
H -0.269 -0.104 -2.147
H 2.210 0.622 -4.021
H 3.742 0.807 -3.035
H 3.614 3.259 -3.084
C 1.432 6.597 -3.712
C 1.682 7.643 -2.702
N 1.876 8.455 -1.918
H 1.933 6.855 -4.644
H 1.812 5.639 -3.359
H 0.363 6.508 -3.896
C -7.243 -1.058 0.133
C -6.124 -1.645 0.892
N -5.255 -2.102 1.482
H -6.858 -0.485 -0.709
H -7.892 -1.849 -0.241
H -7.821 -0.398 0.778
C -3.304 2.540 -4.057
C -2.168 1.927 -3.337
N -1.281 1.449 -2.765
H -2.938 3.111 -4.909
H -3.977 1.761 -4.413
H -3.852 3.206 -3.390
C 5.342 -3.467 4.910
C 4.662 -2.812 3.778
N 4.132 -2.303 2.899
H 5.488 -2.750 5.718
H 4.738 -4.296 5.275
H 6.311 -3.845 4.591
```

Calculated values
gap between HOMO and LUMO	8.62	eV
HOMO level	-8.232	eV
net charge	0



[3]
Molecular formula: C38H56O18
Method: DFT, ωB97M-V/def2-TZVPD

Geometry as XYZ:
```
112
C38H56O18 | the Open Molecules 2025 dataset | ωB97M-V/def2-TZVPD
O -1.633 -2.247 0.350
C -1.455 -1.553 -0.627
C -2.649 -1.231 -1.557
C -3.875 -2.035 -1.620
C -4.952 -1.664 -2.529
C -4.873 -0.517 -3.438
C -3.656 0.289 -3.378
C -2.601 -0.061 -2.449
C -1.346 0.837 -2.375
O -1.489 2.017 -2.636
C -0.025 0.189 -1.932
C 1.272 0.698 -2.356
C 1.360 1.927 -3.341
C 0.739 1.414 -4.732
C 1.860 1.214 -5.843
C 1.820 -0.277 -6.346
O 0.587 -0.556 -7.054
C 2.541 0.120 -1.929
C 2.504 -1.052 -1.039
C 1.198 -1.585 -0.634
C -0.061 -0.985 -1.049
H -3.972 -2.908 -0.942
H -5.869 -2.297 -2.511
H -5.682 -0.249 -4.148
H -3.581 1.160 -4.062
H 0.772 2.799 -2.965
H 2.415 2.277 -3.471
H -0.110 2.065 -5.061
H 0.289 0.392 -4.570
H 1.708 1.914 -6.700
H 2.854 1.352 -5.328
H 2.724 -0.547 -6.949
H 1.823 -0.964 -5.449
H 0.131 -1.289 -6.609
H 3.535 0.511 -2.231
H 3.476 -1.499 -0.743
H 1.218 -2.494 0.014
C -0.793 2.560 4.002
C -2.305 2.612 4.102
O -2.883 3.288 2.978
C -2.910 2.589 1.838
O -2.505 1.463 1.684
O -3.442 3.363 0.886
C -3.426 2.763 -0.411
H -0.383 3.564 3.871
H -0.363 2.116 4.902
H -0.472 1.970 3.144
H -2.589 3.187 4.986
H -2.737 1.616 4.212
H -3.906 1.783 -0.399
H -2.404 2.684 -0.770
H -3.982 3.412 -1.087
C -0.965 -3.070 3.348
C -0.103 -3.717 2.282
O 1.107 -4.262 2.843
C 0.971 -5.401 3.521
O -0.056 -6.009 3.696
O 2.174 -5.747 3.999
C 2.152 -6.900 4.840
H -0.394 -2.321 3.901
H -1.835 -2.591 2.898
H -1.315 -3.798 4.072
H 0.203 -2.963 1.564
H -0.648 -4.485 1.731
H 1.685 -7.748 4.337
H 1.631 -6.673 5.771
H 3.184 -7.160 5.072
C 0.010 -1.124 10.215
C -0.925 -0.657 9.118
O -0.687 -1.361 7.891
C -1.147 -2.617 7.848
O -1.736 -3.189 8.729
O -0.816 -3.139 6.661
C -1.154 -4.520 6.526
H 1.050 -1.045 9.891
H -0.127 -0.524 11.118
H -0.166 -2.169 10.470
H -0.739 0.398 8.909
H -1.972 -0.749 9.413
H -2.210 -4.693 6.737
H -0.528 -5.124 7.186
H -0.958 -4.815 5.501
C -3.158 5.238 -7.524
C -2.415 5.310 -8.843
O -1.333 4.372 -8.887
C -1.683 3.093 -9.071
O -2.806 2.676 -9.208
O -0.571 2.351 -9.053
C -0.809 0.944 -9.131
H -2.468 5.369 -6.688
H -3.927 6.012 -7.473
H -3.640 4.269 -7.391
H -1.970 6.300 -8.954
H -3.085 5.160 -9.693
H -1.416 0.693 -10.003
H -1.288 0.597 -8.217
H 0.152 0.448 -9.227
C 7.256 2.864 2.812
C 7.059 2.118 1.507
O 6.364 0.881 1.709
C 5.049 0.987 1.929
O 4.414 2.010 1.963
O 4.561 -0.244 2.130
C 3.178 -0.268 2.484
H 7.756 2.227 3.545
H 7.856 3.762 2.655
H 6.302 3.163 3.246
H 8.033 1.860 1.088
H 6.541 2.731 0.766
H 2.572 0.266 1.751
H 3.039 0.159 3.479
H 2.856 -1.308 2.507
```

Calculated values
gap between HOMO and LUMO	8.31	eV
SMILES string	O=C1c2ccccc2C(=O)c2c(CCCCO)cccc21.CCOC(=O)OC.CCOC(=O)OC.CCOC(=O)OC.CCOC(=O)OC.CCOC(=O)OC
HOMO level	-9.443	eV
net charge	0



[4]
Molecular formula: C4H11NOS
Method: DFT, ωB97M-V/def2-TZVPD

Geometry as XYZ:
```
18
C4H11NOS | the Open Molecules 2025 dataset | ωB97M-V/def2-TZVPD
C -0.361 -0.107 3.760
C 0.127 -0.926 2.590
N 0.009 -0.325 1.370
O 0.460 -2.087 2.696
H 0.355 0.080 4.546
H -1.193 -0.678 4.151
H -0.863 0.808 3.443
H 0.368 -0.774 0.553
H -0.154 0.662 1.282
C -0.369 0.910 -1.521
S -0.643 -0.521 -2.607
C 0.682 -0.211 -3.862
H -1.216 0.892 -0.841
H -0.392 1.817 -2.133
H 0.610 1.003 -1.046
H 1.166 0.738 -3.679
H 0.142 -0.160 -4.794
H 1.272 -1.120 -3.909
```

Calculated values
gap between HOMO and LUMO	9.43	eV
SMILES string	CC(N)=O.CSC
HOMO level	-8.738	eV
ΔE to the lowest compared entry with this formula, charge and spin	64.0	kJ/mol
net charge	0



[5]
Molecular formula: CBr2N2O
Method: DFT, ωB97M-V/def2-TZVPD

Geometry as XYZ:
```
6
CBr2N2O | the Open Molecules 2025 dataset | ωB97M-V/def2-TZVPD
C -1.752 -0.113 -0.087
N 1.363 0.641 0.346
N 1.662 0.196 -0.605
O 1.822 -0.317 -1.626
Br -1.718 1.326 1.082
Br -1.376 -1.733 0.890
```

Calculated values
gap between HOMO and LUMO	8.15	eV
HOMO level	-9.659	eV
ΔE to the lowest compared entry with this formula, charge and spin	162.0	kJ/mol
net charge	0



[6]
Molecular formula: C5H14N
Method: DFT, ωB97M-V/def2-TZVPD

Geometry as XYZ:
```
20
C5H14N | the Open Molecules 2025 dataset | ωB97M-V/def2-TZVPD
C -0.943 0.894 1.388
C -0.498 1.325 -0.013
C 0.425 0.325 -0.718
C -0.191 -1.063 -0.900
C 0.632 -1.836 -1.895
N 0.214 0.629 2.252
H -1.635 0.038 1.368
H -1.528 1.684 1.836
H -1.401 1.494 -0.633
H 0.014 2.277 0.098
H 0.690 0.767 -1.687
H 1.329 0.212 -0.107
H -0.276 -1.589 0.050
H -1.258 -0.977 -1.252
H 0.338 -1.640 -2.938
H 0.850 -2.868 -1.618
H 1.742 -1.341 -1.881
H 0.446 -0.357 2.273
H 2.576 -0.958 -1.805
H 0.033 0.953 3.197
```

Calculated values
gap between HOMO and LUMO	4.71	eV
HOMO level	-12.622	eV
ΔE to the lowest compared entry with this formula, charge and spin	481.2	kJ/mol
net charge	+1



Max |F| in Eh/bohr, matching the order above: 0.0661; 0.1936; 0.0638; 0.0330; 0.0724; 0.0686